## i
{
  "formula": "C3H6ClP",
  "method": "ωB97M-V with the def2-TZVPD basis set",
  "homo_ev": -8.9,
  "orbital_gap_ha": 0.3452,
  "lumo_ev": 0.488,
  "species": ["C", "C", "C", "P", "Cl", "H", "H", "H", "H", "H", "H"],
  "xyz": [[-0.43, 0.11, 0.09], [-1.85, 1.43, 0.01], [1.97, -1.13, -0.04], [1.17, 0.55, 0.06], [-1.12, -1.44, 0.05], [-1.70, 1.93, -0.93], [-2.75, 0.86, 0.08], [-1.66, 2.07, 0.86], [1.42, -1.77, -0.73], [2.99, -1.02, -0.39], [1.98, -1.60, 0.95]]
}

---

## ii
{
  "formula": "C3H6ClP",
  "method": "ωB97M-V with the def2-TZVPD basis set",
  "homo_ev": -9.0,
  "orbital_gap_ha": 0.3271,
  "lumo_ev": -0.125,
  "species": ["C", "C", "C", "P", "Cl", "H", "H", "H", "H", "H", "H"],
  "xyz": [[-1.52, 0.23, 0.24], [0.63, -0.59, -0.72], [-0.17, -0.36, 0.49], [-1.80, 1.87, 0.08], [-2.75, -0.83, -0.15], [0.22, -1.36, -1.30], [1.64, -0.81, -0.50], [0.59, 0.36, -1.31], [-0.15, -1.24, 1.22], [0.45, 0.96, 1.31], [-3.00, 1.93, -0.48]]
}

---

Stability, highest: i

---

## i
{
  "formula": "C4H12NO3",
  "method": "ωB97M-V with the def2-TZVPD basis set",
  "homo_ev": [-10.3, -10.3],
  "multiplicity": 2,
  "orbital_gap_ha": [0.4127, 0.2737],
  "lumo_ev": [0.900, -2.840],
  "species": ["C", "C", "C", "O", "N", "C", "O", "H", "H", "H", "H", "H", "H", "H", "H", "H", "H", "H", "H", "O"],
  "xyz": [[-0.48, -0.18, 0.78], [0.08, 1.25, 0.53], [-0.89, 2.25, 1.18], [0.24, 1.55, -0.84], [0.45, -1.30, 0.64], [1.60, -1.18, -0.25], [1.05, -0.99, -1.50], [-1.28, -0.22, 0.03], [-0.86, -0.20, 1.79], [1.03, 1.41, 1.06], [-1.43, 1.99, 2.10], [-0.26, 3.07, 1.53], [-1.61, 2.55, 0.42], [0.42, 0.70, -1.28], [-0.07, -2.09, 0.25], [2.26, -2.05, -0.28], [2.17, -0.28, 0.04], [-0.98, -2.21, -2.78], [-0.31, -1.77, -1.58], [-1.13, -2.31, -1.83]]
}

---

## ii
{
  "formula": "C4H12NO3",
  "method": "ωB97M-V with the def2-TZVPD basis set",
  "homo_ev": [-10.0, -9.9],
  "multiplicity": 2,
  "orbital_gap_ha": [0.3934, 0.2685],
  "lumo_ev": [0.695, -2.604],
  "species": ["C", "O", "C", "C", "C", "O", "N", "H", "H", "H", "H", "H", "H", "H", "H", "H", "H", "H", "H", "O"],
  "xyz": [[0.95, -0.23, 1.35], [2.24, -0.05, 0.79], [-0.03, -0.82, 0.33], [-0.51, 0.31, -0.66], [-1.76, 1.06, 0.01], [0.39, 1.27, -0.83], [-1.08, -1.53, 1.09], [0.51, 0.65, 1.80], [1.15, -0.99, 2.09], [0.39, -1.64, -0.25], [-0.93, -0.05, -1.60], [-1.90, 2.01, -0.48], [-2.63, 0.42, -0.13], [-1.50, 1.11, 1.05], [2.15, 0.59, 0.07], [-1.83, -1.74, 0.43], [-1.50, -0.88, 1.75], [2.66, -0.15, -2.11], [1.31, 0.55, -2.04], [1.92, 0.13, -2.67]]
}

---

Stability, highest: ii

---

## i
{
  "formula": "H29O15",
  "method": "ωB97M-V with the def2-TZVPD basis set",
  "homo_ev": -6.5,
  "orbital_gap_ha": 0.3160,
  "lumo_ev": 2.135,
  "charge": -1,
  "species": ["O", "H", "H", "O", "H", "H", "O", "H", "H", "O", "H", "H", "O", "H", "H", "O", "H", "H", "O", "H", "H", "O", "H", "H", "O", "H", "H", "O", "H", "O", "H", "H", "O", "H", "H", "O", "H", "H", "O", "H", "H", "O", "H", "H"],
  "xyz": [[-4.00, -2.42, -1.54], [-3.47, -2.57, -2.31], [-1.02, 2.98, 4.13], [0.11, 0.05, 2.85], [0.07, -0.73, 2.29], [5.11, 0.52, -0.70], [-0.43, 3.64, 3.76], [0.30, -2.71, -3.69], [2.70, -1.97, -0.74], [-0.54, 1.62, -0.45], [-1.27, -1.15, -1.13], [-0.42, 1.02, -1.19], [-1.01, 0.26, 5.43], [-1.07, 0.19, 4.46], [0.43, 3.46, -1.89], [1.17, -2.35, -0.95], [-3.68, 3.71, -1.44], [-0.17, -1.78, -0.35], [0.58, -1.79, -3.58], [-0.09, 0.57, 5.44], [0.90, -0.03, 3.39], [3.24, 0.77, 0.78], [2.38, 0.65, 1.18], [-3.54, -1.96, -0.85], [-1.10, -1.37, -0.20], [-0.78, 3.03, -2.72], [-0.91, 4.06, 3.05], [-3.36, 3.05, -0.82], [-0.05, 1.42, 0.33], [-4.31, 0.42, -1.67], [-3.55, 0.04, -2.11], [-2.41, 3.12, -0.91], [0.85, -4.25, 1.89], [1.72, -4.20, 1.48], [0.62, -3.32, 1.83], [0.02, 3.55, -2.75], [0.65, -1.83, -2.58], [3.28, 1.49, 0.16], [3.71, -1.87, -0.72], [0.83, -3.21, -1.17], [-3.96, 1.29, -1.40], [4.67, 0.49, -1.54], [3.84, -1.70, -1.64], [3.97, -0.19, -1.37]]
}

---

## ii
{
  "formula": "H29O15",
  "method": "ωB97M-V with the def2-TZVPD basis set",
  "homo_ev": -5.7,
  "orbital_gap_ha": 0.2972,
  "lumo_ev": 2.383,
  "charge": -1,
  "species": ["O", "H", "H", "O", "H", "H", "O", "H", "H", "O", "H", "H", "O", "H", "H", "O", "H", "H", "O", "H", "H", "O", "H", "H", "O", "H", "H", "O", "H", "O", "H", "H", "O", "H", "H", "O", "H", "H", "O", "H", "H", "O", "H", "H"],
  "xyz": [[1.38, -3.98, 2.30], [2.33, -4.12, 2.40], [-3.14, 0.50, -4.21], [-3.06, -0.12, 3.00], [-2.58, 0.23, 2.26], [-3.75, -0.64, 2.59], [-2.56, 0.80, -3.48], [3.19, -0.26, 1.61], [-0.79, -0.96, -0.03], [-1.35, 1.68, 1.41], [-1.23, 5.32, 0.09], [-0.91, 0.86, 1.10], [5.25, 2.00, 0.50], [4.93, 1.17, 0.11], [0.45, 2.21, 1.51], [2.26, -1.67, -3.06], [-2.21, 2.30, -2.05], [1.35, -1.26, -3.22], [3.53, -1.15, 1.45], [4.41, 2.27, 0.89], [2.86, -1.63, 1.93], [0.54, 0.12, 3.99], [0.74, 0.38, 3.09], [1.47, -3.23, 2.97], [-1.51, 5.14, 1.00], [-1.06, 4.30, 1.17], [-0.07, -2.16, 0.97], [-2.45, 2.12, -1.13], [-2.01, 1.67, 0.71], [-2.16, -0.80, -1.24], [-1.87, 0.12, -1.29], [-3.21, 1.56, -1.07], [-0.62, -0.90, -3.41], [-1.67, -1.43, -1.76], [-0.50, -1.31, -4.27], [1.24, 1.75, 1.22], [1.01, 1.10, 0.60], [-0.22, 0.62, 4.32], [-0.43, -1.31, 0.77], [2.32, -2.60, -2.88], [-1.90, 0.01, -3.61], [0.25, -3.43, -3.06], [0.41, -2.53, -2.72], [-0.58, -3.72, -2.67]]
}

---

Stability, highest: i

---

## i
{
  "formula": "C2H3Cl2NO2",
  "method": "ωB97M-V with the def2-TZVPD basis set",
  "homo_ev": -11.0,
  "orbital_gap_ha": 0.4128,
  "lumo_ev": 0.202,
  "smiles": "CC(Cl)(Cl)[N+](=O)[O-]",
  "species": ["C", "C", "Cl", "Cl", "N", "O", "O", "H", "H", "H"],
  "xyz": [[-1.22, -0.19, 0.05], [0.25, -0.42, 0.15], [0.81, -0.75, 1.80], [0.81, -1.68, -0.95], [1.19, 0.89, -0.30], [0.71, 1.94, 0.02], [2.22, 0.66, -0.84], [-1.72, -1.15, 0.15], [-1.57, 0.47, 0.84], [-1.47, 0.23, -0.92]]
}

---

## ii
{
  "formula": "C2H3Cl2NO2",
  "method": "ωB97M-V with the def2-TZVPD basis set",
  "homo_ev": [-9.9, -8.2],
  "orbital_gap_ha": [0.3449, 0.2505],
  "lumo_ev": [-0.478, -1.411],
  "species": ["C", "C", "N", "O", "O", "Cl", "Cl", "H", "H", "H"],
  "xyz": [[-0.11, -0.17, -0.07], [-1.44, -0.80, -0.03], [-2.51, 1.55, -0.03], [-3.67, 1.69, 0.21], [-1.63, 2.30, -0.30], [-2.10, -1.44, -1.46], [-2.08, -1.41, 1.43], [0.33, -0.15, 0.93], [0.56, -0.67, -0.76], [-0.20, 0.88, -0.41]]
}

---

## iii
{
  "formula": "C2H3Cl2NO2",
  "method": "ωB97M-V with the def2-TZVPD basis set",
  "homo_ev": [-9.7, -9.7],
  "orbital_gap_ha": [0.3116, 0.3115],
  "lumo_ev": [-1.252, -1.253],
  "species": ["C", "C", "N", "O", "O", "Cl", "Cl", "H", "H", "H"],
  "xyz": [[-0.54, -0.54, 0.68], [1.38, 0.07, -0.47], [-1.23, 0.33, -0.11], [-1.70, -0.02, -1.21], [-1.37, 1.45, 0.27], [2.67, -0.93, 0.04], [1.38, 1.64, 0.05], [-0.84, -1.50, 0.41], [-0.57, -0.37, 1.77], [0.83, -0.12, -1.44]]
}

---

Stability, highest: i

---

## i
{
  "formula": "C3H6NO2S",
  "method": "ωB97M-V with the def2-TZVPD basis set",
  "homo_ev": [-2.3, -2.3],
  "orbital_gap_ha": [0.2237, 0.2235],
  "lumo_ev": [3.808, 3.808],
  "charge": -1,
  "species": ["C", "C", "C", "N", "O", "O", "S", "H", "H", "H", "H", "H", "H"],
  "xyz": [[0.99, 0.85, -0.51], [-0.29, 1.25, 0.25], [-0.83, -1.65, 0.50], [1.64, -0.23, 0.28], [2.52, -0.88, -0.33], [-2.24, -0.15, -1.07], [-1.69, -0.18, 0.32], [0.70, 0.41, -1.55], [1.54, 1.76, -0.62], [0.10, 1.29, 1.25], [-0.65, 2.17, 0.04], [-0.84, -2.45, -0.13], [-0.93, -2.18, 1.56]]
}

---

## ii
{
  "formula": "C3H6NO2S",
  "method": "ωB97M-V with the def2-TZVPD basis set",
  "homo_ev": -4.1,
  "orbital_gap_ha": 0.2783,
  "lumo_ev": 3.433,
  "charge": -1,
  "smiles": "O=C([O-])NCCS",
  "species": ["O", "C", "O", "N", "C", "C", "S", "H", "H", "H", "H", "H", "H"],
  "xyz": [[-0.71, -1.68, 0.03], [-1.47, -0.86, 0.46], [-2.45, -0.77, 1.18], [-1.29, 0.53, -0.05], [-0.24, 1.06, -0.80], [1.04, 1.32, 0.06], [2.34, 0.05, -0.35], [-1.86, 1.13, 0.50], [-0.61, 2.02, -1.19], [-0.13, 0.44, -1.72], [1.50, 2.29, -0.01], [0.58, 1.08, 1.12], [1.44, -0.90, -0.77]]
}

---

Stability, highest: ii

---

## i
{
  "formula": "CH4N3PS",
  "method": "ωB97M-V with the def2-TZVPD basis set",
  "homo_ev": [-9.0, -9.0],
  "orbital_gap_ha": [0.2406, 0.2400],
  "lumo_ev": [-2.424, -2.463],
  "species": ["C", "N", "N", "N", "P", "S", "H", "H", "H", "H"],
  "xyz": [[-0.94, -1.49, -0.05], [-1.36, -2.52, -0.31], [-0.60, 0.89, 1.29], [-0.26, 0.65, -1.32], [0.13, -0.10, 0.12], [3.50, -0.84, 0.01], [0.09, 1.44, 1.87], [-1.19, 0.55, 2.01], [0.43, 1.38, -1.60], [0.20, 0.03, -2.01]]
}

---

## ii
{
  "formula": "CH4N3PS",
  "method": "ωB97M-V with the def2-TZVPD basis set",
  "homo_ev": [-9.2, -9.2],
  "orbital_gap_ha": [0.2617, 0.2593],
  "lumo_ev": [-2.042, -2.179],
  "species": ["C", "N", "N", "N", "P", "S", "H", "H", "H", "H"],
  "xyz": [[0.42, 1.75, -0.13], [0.47, 2.85, 0.18], [-0.65, -0.64, -1.36], [-0.46, -0.13, 1.22], [0.50, -0.11, -0.22], [2.52, -1.96, 0.48], [-0.49, -0.84, -2.36], [-1.37, 0.01, -1.30], [0.14, -0.01, 2.07], [-1.07, -0.92, 1.42]]
}

---

Stability, highest: ii